[1]
3 unconnected molecules or ions with the total composition C44H51FIN5O10P3S, computed with ωB97M-V/def2-TZVPD.

As for the gap between HOMO and LUMO: 0.24536 Eh. Its highest occupied orbital energy is -10.9 eV. The largest force on an atom comes out at 2.5 eV/Å. Its energy above the lowest of the compared OMol25 structures with the same formula, charge and spin is 0.000 eV.

ORCA input file:
```
! wB97M-V def2-TZVPD RIJCOSX def2/J DEFGRID3
* xyz 1 1
C 8.34227 -1.34165 0.42424
C 8.19816 -2.59692 -0.40261
O 6.82652 -2.86700 -0.76269
P 6.45878 -2.39624 -2.23936
O 7.12703 -1.12872 -2.54131
C 4.65925 -2.29550 -2.24432
C 4.16477 -0.83996 -1.99500
C 3.12086 -0.50992 -3.05771
C 2.42398 0.84254 -2.87374
P 3.78877 2.22978 -2.79475
O 4.97111 1.60328 -3.76171
I 4.64739 2.37511 -0.53111
O 1.64881 0.76966 -1.69161
C 0.80435 1.82429 -1.49224
F 1.45060 2.93041 -1.03871
P -0.28135 1.32182 -0.02506
O 0.53655 1.24589 1.20509
N 0.05182 2.28816 -2.66106
C -1.28368 1.65236 -2.81162
S -1.94943 1.69955 -4.51696
C -3.70799 2.16997 -4.37046
C -4.09787 2.89443 -5.68597
C 0.84927 2.29657 -3.81615
N 0.87649 3.30691 -4.59072
C 0.10961 4.53322 -4.41033
C -0.95983 4.75856 -5.46793
N -0.76297 4.93925 -6.68966
N 1.68615 1.21157 -4.08402
C 1.05048 0.13144 -4.86005
N 0.18519 -0.76802 -4.10246
O 7.01785 -3.55833 -3.20717
C 6.45307 -3.59876 -4.52282
C 6.77186 -2.38015 -5.39511
H 8.47735 -0.45992 -0.19067
H 9.22804 -1.41253 1.05153
H 7.50101 -1.21977 1.09985
H 8.86737 -2.58821 -1.25412
H 8.51825 -3.43085 0.21790
H 4.31077 -2.90275 -1.41043
H 4.19017 -2.71899 -3.12656
H 3.67156 -0.82378 -1.03100
H 5.04171 -0.20571 -2.02526
H 2.39204 -1.31864 -3.02557
H 3.56488 -0.57321 -4.04818
H 4.53651 1.32722 -4.58536
H -1.15814 2.42054 0.13906
H -0.97915 0.12842 -0.29029
H -1.99135 2.17852 -2.17478
H -1.29725 0.60702 -2.52132
H -4.30239 1.26902 -4.32548
H -3.86513 2.79032 -3.49657
H -4.19362 3.95764 -5.49447
H -5.03298 2.49425 -6.04876
H -3.32290 2.76275 -6.43409
H 1.50507 3.21935 -5.38424
H -0.27421 4.61811 -3.40708
H 0.82531 5.35002 -4.51097
H -1.98261 4.79347 -5.11427
H 0.24346 4.91242 -6.88946
H 0.43742 0.60913 -5.62264
H 1.76583 -0.45365 -5.42099
H -0.74701 -0.77078 -4.50503
H 0.49531 -1.72655 -4.21237
H 5.37503 -3.75348 -4.51979
H 6.87727 -4.47426 -5.00050
H 5.90292 -1.72156 -5.44430
H 7.57962 -1.77919 -4.99942
H 6.98842 -2.66365 -6.41942
C -1.33210 -1.45303 1.82654
C -1.18986 -2.82191 1.61700
C -2.31123 -3.62668 1.50884
C -3.57972 -3.06844 1.61948
C -3.72092 -1.69957 1.85090
C -2.59330 -0.89412 1.94455
C -5.06889 -1.08777 2.01817
O -5.18584 0.10560 2.21020
C -6.26076 -1.97408 1.94824
C -7.52375 -1.43426 2.15701
C -8.64287 -2.24552 2.08220
C -8.50688 -3.59884 1.78949
C -7.25069 -4.14366 1.58511
C -6.12316 -3.33725 1.67232
C -4.77775 -3.94452 1.48312
O -4.65453 -5.12360 1.22767
H -0.45359 -0.82242 1.90698
H -0.20264 -3.25848 1.53826
H -2.20504 -4.68999 1.34249
H -2.70547 0.16998 2.11651
H -7.62913 -0.38182 2.38181
H -9.62524 -1.82446 2.25062
H -9.38378 -4.22938 1.72524
H -7.14342 -5.19626 1.36220
C -2.74403 -1.13728 9.99473
C -2.75966 0.07303 10.68055
C -2.47347 1.25288 10.01540
C -2.15903 1.22758 8.66277
C -2.12128 0.00947 7.97932
C -2.42525 -1.16966 8.64816
C -1.74134 -0.04501 6.54181
O -1.71266 -1.10136 5.94270
C -1.38924 1.22783 5.85482
C -0.97866 1.19193 4.52923
C -0.66124 2.36522 3.86779
C -0.76102 3.58571 4.53083
C -1.16338 3.62819 5.85514
C -1.47075 2.44974 6.52429
C -1.87111 2.50686 7.95751
O -1.95576 3.56959 8.53637
H -2.97651 -2.05708 10.51517
H -2.99769 0.09422 11.73585
H -2.49035 2.19490 10.54596
H -2.40763 -2.11022 8.11501
H -0.90453 0.24290 4.01677
H -0.33472 2.31686 2.83945
H -0.51973 4.50508 4.01254
H -1.23675 4.57478 6.37290
*
```

=====

[2]
A molecular structure, C44H51IIrN6O3S6Se, computed with ωB97M-V/def2-TZVPD.

As for the gap between HOMO and LUMO: 0.21763 Eh. Its highest occupied orbital energy is -9.2 eV. The largest force on an atom comes out at 1.4 eV/Å. Its energy above the lowest of the compared OMol25 structures with the same formula, charge and spin is 2.736 eV.

ORCA input file:
```
! wB97M-V def2-TZVPD RIJCOSX def2/J DEFGRID3
* xyz 1 1
Ir -1.26456 -0.18968 -0.64614
C -1.68235 -0.17463 4.04862
C -2.93982 -0.41734 3.27359
N -4.08726 -0.40050 3.89758
C -5.22921 -0.65991 3.22589
C -5.26215 -0.94542 1.88887
C -6.54215 -1.41413 1.24214
O -7.06412 -0.47758 0.30347
C -4.04240 -0.90309 1.16465
C -4.07223 -1.12698 -0.23986
N -3.06410 -1.33260 -1.04036
C -3.36337 -1.84520 -2.32551
C -4.52061 -2.61104 -2.54508
C -4.83068 -3.13404 -3.78443
C -3.98291 -2.93839 -4.86440
C -2.81219 -2.22771 -4.67415
C -2.52104 -1.71208 -3.42364
I -0.69804 -0.67707 -3.23107
C -2.84440 -0.66195 1.86137
O -1.67123 -0.66938 1.31988
H -1.91951 -0.13714 5.10870
H -1.22951 0.77190 3.74135
H -0.95595 -0.96794 3.86075
H -6.13121 -0.68101 3.82691
H -7.27006 -1.65492 2.01820
H -6.34767 -2.33635 0.68700
H -7.82013 -0.01738 0.67701
H -5.06588 -1.10584 -0.68184
H -5.18102 -2.81247 -1.71398
H -5.74460 -3.70016 -3.90059
H -4.21518 -3.35032 -5.83619
H -2.12393 -2.07893 -5.49521
C -4.97174 2.74045 3.60381
S -3.72073 2.35731 2.35177
C -4.70146 2.06833 0.93896
C -4.13988 1.82738 -0.27560
S -2.44759 1.98126 -0.53396
S -5.26806 1.55156 -1.59626
C -6.72449 1.81683 -0.69869
S -8.22109 1.78741 -1.34225
S -6.43766 2.10861 0.99721
H -4.43002 3.16300 4.44608
H -5.48688 1.83385 3.91523
H -5.67621 3.47722 3.22525
C 4.71724 3.25144 -3.27325
C 4.20868 2.53310 -2.02541
C 3.16644 1.46651 -2.34633
N 1.92325 2.04365 -2.85094
C 0.78446 2.15927 -2.18408
S 0.62748 1.58068 -0.58146
N -0.27494 2.72227 -2.81194
C -0.31959 3.48731 -4.00634
O -1.27619 3.38733 -4.72640
C 0.79329 4.44702 -4.23813
C 1.41624 5.10320 -3.17596
C 2.37726 6.06637 -3.43133
C 2.71999 6.37875 -4.74069
C 2.09042 5.73764 -5.79895
C 1.11954 4.78198 -5.55009
H 5.53474 3.92452 -3.01783
H 3.93329 3.84666 -3.74657
H 5.09543 2.53333 -4.00377
H 3.77384 3.25115 -1.32489
H 5.04296 2.04210 -1.52070
H 2.92027 0.88500 -1.46094
H 3.54901 0.79086 -3.11462
H 1.96514 2.45094 -3.77588
H -1.19019 2.52738 -2.39359
H 1.12859 4.87965 -2.15541
H 2.85567 6.57660 -2.60589
H 3.47245 7.13170 -4.93388
H 2.34738 5.99019 -6.81869
H 0.60251 4.28638 -6.36158
C 3.58692 -4.15152 -1.56258
C 4.17505 -3.91727 -0.17345
C 3.63337 -4.88224 0.88112
C 2.18453 -4.61371 1.29562
N 2.06093 -3.38270 2.06618
C 1.59778 -2.18854 1.63273
Se 0.92050 -1.88521 -0.06424
N 1.71252 -1.29981 2.64139
C 1.44889 0.12985 2.54507
C 2.62627 0.89309 1.93677
C 3.95022 0.79988 2.70845
C 4.84900 -0.34421 2.23635
C 2.24878 -1.93462 3.75469
C 2.55515 -1.47933 5.02973
C 3.12076 -2.38777 5.90593
C 3.36605 -3.71140 5.52803
C 3.04549 -4.16964 4.26347
C 2.48148 -3.25639 3.38295
H 4.09224 -3.52569 -2.29918
H 2.52594 -3.90320 -1.59598
H 3.70789 -5.19415 -1.86310
H 3.98264 -2.88504 0.13729
H 5.25884 -4.03983 -0.22314
H 4.26253 -4.83389 1.77351
H 3.69149 -5.90365 0.49737
H 1.82268 -5.42837 1.92455
H 1.53426 -4.52794 0.42711
H 1.23718 0.48771 3.55247
H 0.55422 0.26851 1.93563
H 2.30729 1.93412 1.85461
H 2.77772 0.52267 0.92050
H 3.76115 0.69849 3.77965
H 4.49417 1.73654 2.57369
H 4.41587 -1.32320 2.44877
H 5.81783 -0.30084 2.73467
H 5.02249 -0.27655 1.16005
H 2.36024 -0.46095 5.33534
H 3.38338 -2.06677 6.90448
H 3.81965 -4.38762 6.23931
H 3.22727 -5.19574 3.97463
*
```

=====

Number 1: M 1080.81 g/mol. Number 2: M 1302.41 g/mol.